Record 1
{"formula": "C23H32F15NO11", "method": "ωB97M-V/def2-TZVPD", "homo_energy_ev": [-0.06, -5.14], "molar_mass_g_mol": 783.5, "multiplicity": 2, "e_tot_ha": -3275.958700, "total_charge": -1, "lumo_energy_ev": [1.8, 1.8], "elements": ["F", "F", "F", "F", "F", "F", "F", "F", "F", "F", "F", "F", "F", "F", "F", "O", "O", "O", "O", "O", "O", "O", "O", "O", "O", "O", "N", "C", "C", "C", "C", "C", "C", "C", "C", "C", "C", "C", "C", "C", "C", "C", "C", "C", "C", "C", "C", "C", "C", "C", "H", "H", "H", "H", "H", "H", "H", "H", "H", "H", "H", "H", "H", "H", "H", "H", "H", "H", "H", "H", "H", "H", "H", "H", "H", "H", "H", "H", "H", "H", "H", "H"], "xyz": [[-1.551736, 3.589093, -5.471132], [2.644764, 0.216983, 1.055188], [1.482814, 0.501813, 2.850488], [1.893624, 3.570063, -0.511252], [-6.995516, -0.616427, 1.187758], [-5.372946, -1.510377, 2.284428], [9.597044, 3.230963, -2.897822], [-1.385666, 1.631053, -4.593742], [-0.066326, 4.316553, -0.826412], [9.084764, 1.652143, -1.480182], [0.419024, 3.567473, 1.187878], [-0.069706, 3.198703, -3.731682], [-5.299396, 0.444253, 1.477828], [3.531314, 1.234723, 2.787528], [9.400894, 1.158413, -3.622642], [4.479834, -1.100607, 3.379998], [-2.644556, 4.534603, -3.149312], [6.680204, 1.843543, -2.027932], [-1.884666, -5.301847, 1.720258], [-4.056976, -1.796437, -0.044772], [-3.078956, 2.271253, -2.709972], [2.549694, -2.164617, 2.678008], [-6.024326, -1.310457, -1.108922], [-0.735716, 1.395173, 0.013688], [7.058924, 2.886753, -4.043832], [1.090554, 1.260963, -1.241262], [-1.728386, -3.426837, 3.065118], [-1.345476, 2.935923, -4.286192], [-0.898996, -0.878517, 0.899228], [-2.395266, -4.474257, 2.488008], [-4.152176, 2.709343, -0.596502], [-5.161246, -1.317827, -0.047532], [3.220824, -1.114177, 2.802608], [2.699714, 0.279453, 2.390848], [-0.263046, -3.287987, 2.980168], [5.242214, 1.890523, -2.242982], [-1.163856, 0.073273, -0.279202], [8.981884, 2.057863, -2.740302], [5.003154, -2.162257, 4.134638], [-4.314786, 2.461073, -2.079052], [-5.607546, -1.639817, -2.375722], [0.307804, 1.946953, -0.552122], [-5.727026, -0.820057, 1.264138], [-2.480406, -2.461417, 3.817118], [4.611344, 1.176763, -1.087202], [5.631604, -3.244167, 3.241788], [-6.870326, -1.686667, -3.284682], [7.470644, 2.286143, -3.032802], [0.620224, 3.389943, -0.158132], [-2.430916, 3.329463, -3.299662], [-7.711406, -2.162467, -2.780402], [0.163804, -2.298807, 2.814558], [-3.564376, -2.568517, 3.776818], [-6.697716, -2.075357, -4.288292], [6.147414, -3.956227, 3.886008], [4.980374, 1.422023, -3.191682], [-4.855296, -1.012277, -2.853652], [-1.341636, -1.838727, 0.634338], [-0.782816, -0.300807, -1.229452], [4.310584, -2.631047, 4.833688], [3.567434, 1.468833, -1.201422], [0.148034, -1.135147, 1.060348], [4.864594, -3.685867, 2.605628], [4.591374, 0.087433, -1.054442], [-3.459386, -4.467087, 2.770498], [-1.245756, -0.545997, 1.877638], [-2.249756, 0.139233, -0.346642], [0.237874, -3.796017, 2.156108], [-5.065106, 2.726943, -0.001242], [-5.009646, 1.628933, -2.192242], [4.866864, 2.913823, -2.234382], [-7.320256, -0.694977, -3.331712], [6.302984, -2.841157, 2.483558], [4.988734, 1.627583, -0.169362], [-2.306176, -1.420497, 3.544678], [0.174174, -3.524707, 3.950168], [-3.900286, 3.764883, -0.494012], [-3.537146, 1.938873, -0.131522], [-4.848336, 3.318903, -2.488402], [-2.114846, -2.489677, 4.843598], [-5.039586, -2.566207, -2.290182], [5.708364, -1.752407, 4.857698]], "forces_ev_per_angstrom": [[1.561, 0.266, 0.202], [-0.029, 0.619, -0.003], [-0.080, 0.111, 0.297], [0.386, 0.359, 0.961], [-3.202, -1.197, 0.169], [0.285, -1.717, 1.430], [0.659, -0.486, 0.021], [0.763, -0.575, -0.157], [-0.271, -0.503, 0.601], [1.155, -0.354, -0.126], [0.557, 0.000, -1.171], [-0.419, 0.064, -1.624], [1.546, 0.450, 0.007], [-0.299, 0.210, -0.165], [0.954, -0.128, 0.365], [-2.262, 1.869, -1.052], [-1.063, 2.142, 1.014], [1.165, 0.292, -1.455], [-0.924, 1.092, 1.417], [-0.376, 0.509, -0.344], [-0.696, -1.807, 0.806], [2.091, 3.875, 0.266], [-0.037, 1.884, 3.543], [-0.634, 1.698, 0.710], [1.528, -2.011, 2.806], [-1.556, 2.378, 1.402], [0.056, -0.336, -1.273], [-2.888, -0.094, 2.358], [0.807, -0.301, -0.611], [1.620, -0.351, -1.242], [-0.520, 0.702, 0.419], [0.655, -1.895, -1.874], [-0.098, -4.766, 1.787], [0.805, -1.050, -0.677], [0.302, 0.449, 0.352], [0.038, -0.572, 0.060], [-0.565, -0.931, 0.752], [-2.831, 0.834, -0.215], [0.616, -1.686, 0.219], [-0.610, 0.823, 0.263], [0.487, -1.548, -2.591], [1.849, -4.088, -2.002], [0.266, 3.266, -1.502], [0.538, 0.786, 0.985], [-0.959, 0.612, 0.031], [-0.395, 0.660, -0.168], [-0.041, 0.475, 1.173], [-2.697, 1.905, -1.621], [-0.360, 0.426, -0.447], [2.267, -0.866, -2.179], [0.323, -0.944, -0.045], [-1.120, 0.529, 0.045], [0.202, -0.554, -0.034], [0.077, -0.016, 0.239], [-0.083, -0.202, -0.301], [0.255, 0.147, -0.096], [-0.125, 0.907, 0.555], [-0.391, 0.042, 0.175], [0.238, 0.210, 0.182], [-0.854, 0.039, -0.524], [-0.287, -0.121, 0.430], [0.276, 0.381, -0.355], [-0.200, -0.454, 0.508], [0.610, 0.081, -0.196], [-0.012, -0.154, -0.141], [-0.420, 0.266, -0.321], [0.076, 0.216, -0.288], [-0.682, -0.789, 0.266], [-0.683, -0.564, -0.423], [0.375, -0.698, -0.570], [0.451, 0.114, -0.205], [0.610, 0.444, -0.441], [0.437, 0.320, 0.448], [-0.077, -0.296, 0.175], [0.232, -0.060, -0.621], [0.094, -0.649, 0.006], [1.300, -0.241, 0.294], [0.537, 0.557, 0.049], [0.112, 0.213, -0.302], [-0.384, -0.128, 0.436], [-0.432, -0.583, -0.281], [0.401, 0.492, -0.581]]}


Record 2
{"formula": "C15H19N3O2", "method": "ωB97M-V/def2-TZVPD", "relative_energy_kj_mol": 293.95, "homo_energy_ev": -9.21, "molar_mass_g_mol": 273.3, "e_tot_ha": -897.681795, "lumo_energy_ev": 0.0, "elements": ["O", "O", "N", "N", "N", "C", "C", "C", "C", "C", "C", "C", "C", "C", "C", "C", "C", "C", "C", "C", "H", "H", "H", "H", "H", "H", "H", "H", "H", "H", "H", "H", "H", "H", "H", "H", "H", "H", "H"], "xyz": [[-1.183302, 2.030055, 2.284013], [0.122243, 2.764516, -0.118469], [-1.541810, -0.124373, 1.799449], [0.676501, 0.649725, -0.496938], [1.045260, 2.755761, -1.179764], [-0.954199, 1.112837, 1.479704], [-3.911749, -0.285588, 2.579918], [-2.432074, -0.244986, 2.995515], [2.192854, -0.226206, -2.902213], [0.817325, -2.701981, 0.457035], [3.083154, -0.617131, -3.943507], [3.417065, 1.895533, -2.658492], [-0.050261, 1.450023, 0.272045], [4.315459, 1.440150, -3.642191], [-1.220492, -1.309097, 1.008829], [4.140914, 0.223839, -4.258444], [0.168485, -1.774303, 1.489587], [-4.423412, 1.107212, 2.162639], [2.352480, 1.044930, -2.277900], [1.344071, 1.503474, -1.313446], [0.078616, -2.252672, 2.441519], [-1.107137, -1.042069, -0.053963], [1.771918, -3.097502, 0.835346], [-4.460726, -0.654157, 3.430950], [3.527745, 2.889208, -2.215271], [-1.930637, -2.147348, 1.130357], [-4.270421, 1.818628, 2.960462], [2.943785, -1.531647, -4.477344], [0.867976, -0.947610, 1.627269], [4.848541, -0.120075, -5.015587], [-5.488000, 1.102613, 1.990682], [0.192188, -3.582660, 0.283473], [-2.249413, 0.503903, 3.785012], [-2.159804, -1.125656, 3.539560], [-3.923985, 1.456960, 1.249268], [0.893408, -2.186965, -0.505545], [5.163014, 2.062463, -3.905400], [1.343947, -0.875851, -2.575415], [-3.999530, -0.963952, 1.737258]], "forces_ev_per_angstrom": [[0.858, -0.395, -1.712], [-0.246, -1.500, 0.619], [0.324, 1.369, -1.240], [-1.333, 0.398, 1.869], [-0.719, 0.142, 1.073], [-1.699, 0.717, 2.885], [0.818, 1.067, -0.188], [0.133, 0.550, -0.384], [0.229, 0.203, -0.277], [-0.352, -0.546, 0.447], [-0.943, 1.114, 1.745], [-0.225, -0.851, -0.432], [0.887, -0.267, -1.784], [-0.319, 0.890, 0.937], [1.519, 0.045, 0.423], [0.157, -0.783, -0.595], [0.403, -0.454, -1.289], [0.287, -0.506, -0.059], [0.475, -0.488, -1.133], [0.476, -0.150, -0.486], [-0.087, -0.442, 0.718], [-0.438, -0.096, 0.333], [-0.105, 0.364, -0.432], [-0.420, -0.264, 0.211], [-0.061, -0.451, -0.079], [0.007, 0.731, -0.036], [0.312, 0.303, 0.176], [-0.076, -0.475, -0.092], [-0.391, 0.269, -0.027], [-0.147, 0.264, 0.161], [-0.416, -0.178, -0.269], [-0.080, -0.025, 0.002], [0.057, 0.310, -0.999], [0.223, -1.112, -0.170], [-0.082, -0.009, 0.314], [0.407, -0.042, 0.222], [-0.077, -0.015, -0.036], [0.876, 0.646, -0.428], [-0.233, -0.333, 0.009]]}